(1)
{
  "formula": "C18H26N4O5S",
  "method": "wB97M-V/def2-TZVPD",
  "homo_lumo_gap_ev": 9.0448,
  "e_homo_ev": -9.02,
  "smiles": "CC(=O)c1ccc(NC(=O)[C@H](C)S)cc1.CNC(=O)[C@H](CC(N)=O)NC(C)=O",
  "total_charge": 0,
  "species": ["C", "C", "O", "C", "C", "C", "C", "N", "C", "O", "C", "C", "S", "C", "C", "H", "H", "H", "H", "H", "H", "H", "H", "H", "H", "H", "H", "H", "C", "N", "C", "O", "C", "C", "C", "N", "O", "N", "C", "C", "O", "H", "H", "H", "H", "H", "H", "H", "H", "H", "H", "H", "H", "H"],
  "positions_angstrom": [[5.06, -5.20, -7.47], [4.97, -4.99, -5.96], [5.61, -5.75, -5.24], [4.14, -3.92, -5.37], [3.98, -3.83, -3.98], [3.17, -2.84, -3.41], [2.49, -1.91, -4.22], [1.65, -0.90, -3.74], [1.06, -0.77, -2.50], [1.19, -1.59, -1.60], [0.16, 0.46, -2.25], [0.13, 0.87, -0.77], [-1.56, 0.14, -2.81], [2.67, -1.99, -5.60], [3.47, -2.98, -6.18], [5.69, -6.07, -7.70], [5.50, -4.32, -7.94], [4.07, -5.38, -7.89], [4.48, -4.54, -3.33], [3.09, -2.82, -2.33], [1.33, -0.23, -4.43], [0.57, 1.30, -2.83], [1.14, 1.05, -0.40], [-0.46, 1.78, -0.65], [-0.33, 0.08, -0.17], [-1.74, -1.11, -2.32], [2.17, -1.28, -6.25], [3.56, -3.00, -7.26], [-5.32, 2.08, 6.57], [-4.49, 2.53, 5.45], [-4.06, 1.74, 4.46], [-4.36, 0.55, 4.42], [-3.23, 2.38, 3.33], [-2.28, 1.45, 2.54], [-1.07, 0.95, 3.31], [0.13, 1.29, 2.88], [-1.16, 0.27, 4.30], [-2.59, 3.67, 3.65], [-1.75, 4.05, 4.62], [-1.21, 3.11, 5.67], [-1.41, 5.23, 4.66], [-4.80, 1.29, 7.12], [-6.26, 1.67, 6.19], [-5.54, 2.90, 7.24], [-4.21, 3.50, 5.43], [-4.00, 2.64, 2.61], [-2.84, 0.57, 2.23], [-1.95, 1.96, 1.64], [0.90, 0.92, 3.41], [0.24, 1.88, 2.08], [-2.82, 4.44, 3.03], [-1.07, 3.66, 6.60], [-1.88, 2.27, 5.86], [-0.25, 2.73, 5.34]]
}

(2)
{
  "formula": "C18H26N5Tm",
  "method": "wB97M-V/def2-TZVPD",
  "s2": 2.00,
  "homo_lumo_gap_ev": [8.6062, 8.6006],
  "e_homo_ev": [-14.60, -14.60],
  "total_charge": 2,
  "spin_multiplicity": 3,
  "species": ["Tm", "N", "C", "C", "N", "C", "C", "N", "H", "H", "H", "H", "H", "H", "H", "H", "H", "H", "H", "H", "H", "C", "C", "C", "C", "C", "H", "H", "H", "H", "H", "N", "C", "C", "C", "C", "C", "C", "C", "C", "N", "C", "H", "H", "H", "H", "H", "H", "H", "H"],
  "positions_angstrom": [[-0.73, -0.07, 0.22], [-0.23, -2.00, -1.42], [-0.07, -3.28, -0.67], [-1.33, -3.56, 0.15], [-1.66, -2.43, 1.05], [-1.38, -2.68, 2.48], [-0.10, -1.99, 2.95], [-0.21, -0.52, 2.74], [0.57, -1.91, -2.04], [-1.03, -2.13, -2.05], [0.09, -4.12, -1.35], [0.80, -3.20, -0.02], [-2.16, -3.70, -0.55], [-1.20, -4.49, 0.70], [-2.67, -2.32, 1.00], [-2.21, -2.31, 3.09], [-1.28, -3.75, 2.69], [0.06, -2.24, 4.00], [0.76, -2.36, 2.37], [-1.00, -0.20, 3.31], [0.60, -0.09, 3.19], [-2.09, 2.03, -0.09], [-2.17, 1.66, 1.28], [-2.93, 0.46, 1.36], [-3.31, 0.09, 0.05], [-2.79, 1.06, -0.85], [-1.74, 2.99, -0.46], [-1.91, 2.30, 2.11], [-3.32, 0.03, 2.27], [-4.06, -0.64, -0.21], [-3.10, 1.17, -1.88], [1.89, 0.07, 0.62], [2.45, 1.22, -0.06], [3.63, 1.80, 0.33], [4.20, 2.85, -0.40], [3.59, 3.31, -1.54], [2.36, 2.76, -1.96], [1.70, 3.19, -3.12], [0.53, 2.58, -3.49], [0.00, 1.57, -2.68], [0.57, 1.14, -1.56], [1.77, 1.71, -1.21], [2.33, 0.03, 1.55], [2.24, -0.76, 0.13], [4.15, 1.43, 1.20], [5.14, 3.26, -0.08], [4.05, 4.09, -2.13], [2.13, 4.00, -3.71], [0.00, 2.87, -4.38], [-0.93, 1.09, -2.96]]
}

(3)
{
  "formula": "C18H26N6O3",
  "method": "wB97M-V/def2-TZVPD",
  "homo_lumo_gap_ev": 8.4965,
  "e_homo_ev": -7.74,
  "smiles": "CCOc1ccc(Nc2nc(NCCN3CCOCC3)nc(OC)n2)cc1",
  "total_charge": 0,
  "species": ["C", "C", "O", "C", "C", "C", "C", "N", "C", "N", "C", "N", "C", "C", "N", "C", "C", "O", "C", "C", "N", "C", "O", "C", "N", "C", "C", "H", "H", "H", "H", "H", "H", "H", "H", "H", "H", "H", "H", "H", "H", "H", "H", "H", "H", "H", "H", "H", "H", "H", "H", "H", "H"],
  "positions_angstrom": [[8.93, 1.59, 0.42], [7.43, 1.45, 0.20], [7.08, 0.11, 0.47], [5.78, -0.27, 0.34], [5.51, -1.61, 0.62], [4.22, -2.10, 0.51], [3.17, -1.27, 0.12], [1.90, -1.83, 0.03], [0.71, -1.30, -0.34], [-0.30, -2.16, -0.31], [-1.48, -1.66, -0.67], [-2.52, -2.52, -0.70], [-3.88, -2.10, -0.92], [-4.63, -1.74, 0.38], [-5.32, -0.47, 0.24], [-6.45, -0.32, 1.14], [-7.18, 0.98, 0.78], [-6.33, 2.09, 0.90], [-5.20, 1.94, 0.07], [-4.43, 0.66, 0.41], [-1.69, -0.39, -1.04], [-0.62, 0.37, -1.01], [-0.82, 1.64, -1.36], [0.31, 2.49, -1.34], [0.61, -0.01, -0.68], [3.45, 0.06, -0.16], [4.73, 0.56, -0.06], [9.24, 2.61, 0.22], [9.47, 0.92, -0.24], [9.17, 1.34, 1.45], [7.18, 1.70, -0.84], [6.88, 2.13, 0.86], [6.32, -2.25, 0.92], [4.03, -3.14, 0.73], [1.83, -2.81, 0.26], [-2.34, -3.43, -0.32], [-3.85, -1.22, -1.56], [-4.40, -2.90, -1.45], [-5.37, -2.51, 0.61], [-3.90, -1.72, 1.21], [-7.13, -1.16, 1.00], [-6.14, -0.29, 2.19], [-8.01, 1.15, 1.47], [-7.56, 0.90, -0.25], [-4.57, 2.82, 0.23], [-5.51, 1.90, -0.98], [-3.57, 0.56, -0.26], [-4.06, 0.73, 1.45], [0.74, 2.54, -0.33], [-0.05, 3.47, -1.64], [1.07, 2.14, -2.03], [2.64, 0.71, -0.47], [4.90, 1.60, -0.28]]
}

(4)
{
  "formula": "C18H26NP2Ru",
  "method": "wB97M-V/def2-TZVPD",
  "s2": 6.05,
  "homo_lumo_gap_ev": [7.8708, 6.0029],
  "e_homo_ev": [-18.15, -18.88],
  "total_charge": 3,
  "spin_multiplicity": 5,
  "species": ["Ru", "N", "C", "C", "C", "C", "C", "C", "C", "C", "C", "C", "C", "C", "H", "H", "H", "H", "H", "H", "H", "H", "H", "H", "C", "P", "C", "C", "C", "P", "C", "C", "H", "H", "H", "H", "H", "H", "H", "H", "H", "H", "H", "H", "H", "H", "H", "H"],
  "positions_angstrom": [[-0.15, -0.04, 0.50], [1.36, -1.17, -0.65], [1.38, -2.60, -0.33], [2.55, -3.20, 0.01], [2.58, -4.61, 0.18], [1.44, -5.39, -0.03], [0.27, -4.79, -0.39], [0.17, -3.36, -0.48], [-1.11, -2.75, -0.65], [-2.13, -3.41, -1.41], [-3.34, -2.80, -1.66], [-3.61, -1.57, -1.09], [-2.67, -0.95, -0.22], [-1.42, -1.49, -0.05], [2.31, -0.80, -0.60], [1.09, -1.06, -1.63], [3.47, -2.64, 0.09], [3.52, -5.08, 0.45], [1.50, -6.47, 0.08], [-0.63, -5.38, -0.52], [-1.92, -4.38, -1.86], [-4.07, -3.29, -2.30], [-4.57, -1.10, -1.27], [-2.97, -0.05, 0.30], [0.51, -0.44, 3.69], [-0.78, 0.40, 2.73], [-2.37, -0.12, 3.37], [-0.60, 2.20, 2.99], [-1.03, 2.97, 1.75], [-0.13, 2.39, 0.28], [1.44, 3.28, 0.22], [-1.06, 2.91, -1.18], [0.48, -0.07, 4.71], [1.50, -0.23, 3.29], [0.33, -1.51, 3.70], [-2.37, 0.06, 4.45], [-2.54, -1.18, 3.19], [-3.18, 0.46, 2.93], [0.44, 2.38, 3.23], [-1.19, 2.49, 3.86], [-0.87, 4.05, 1.88], [-2.10, 2.84, 1.54], [1.21, 4.34, 0.11], [2.04, 2.95, -0.63], [2.01, 3.14, 1.14], [-1.40, 3.94, -1.03], [-1.94, 2.28, -1.34], [-0.43, 2.88, -2.06]]
}

(5)
{
  "formula": "C18H27CaO15",
  "method": "wB97M-V/def2-TZVPD",
  "homo_lumo_gap_ev": 2.4628,
  "e_homo_ev": -4.13,
  "total_charge": -1,
  "species": ["Ca", "C", "C", "O", "O", "H", "H", "H", "C", "C", "O", "O", "H", "H", "H", "C", "C", "O", "O", "H", "H", "H", "C", "C", "C", "O", "C", "O", "O", "H", "H", "H", "H", "H", "H", "C", "C", "C", "O", "C", "O", "O", "H", "H", "H", "H", "H", "H", "C", "C", "C", "O", "C", "O", "O", "H", "H", "H", "H", "H", "H"],
  "positions_angstrom": [[-11.43, -5.09, -5.56], [-12.25, -10.55, -1.25], [-11.95, -9.19, -1.98], [-11.44, -9.31, -3.10], [-12.28, -8.12, -1.52], [-12.09, -11.35, -1.97], [-13.24, -10.50, -0.81], [-11.45, -10.62, -0.51], [-7.38, -0.36, -2.94], [-8.33, -1.44, -3.53], [-8.07, -2.05, -4.57], [-9.38, -1.83, -3.00], [-6.61, -0.67, -2.23], [-8.12, 0.29, -2.48], [-6.73, 0.10, -3.69], [-18.57, -3.26, -4.30], [-17.16, -3.22, -3.76], [-16.18, -3.42, -4.51], [-16.94, -2.97, -2.54], [-18.72, -3.52, -5.34], [-18.99, -2.28, -4.07], [-19.06, -3.96, -3.62], [-17.76, -7.54, -13.67], [-18.15, -6.99, -12.23], [-18.66, -8.02, -11.18], [-17.69, -7.93, -10.15], [-16.72, -7.12, -10.45], [-15.72, -6.97, -9.71], [-16.94, -6.51, -11.68], [-17.49, -6.76, -14.38], [-18.68, -7.96, -14.08], [-17.02, -8.34, -13.57], [-18.90, -6.23, -12.45], [-18.57, -9.03, -11.58], [-19.65, -7.74, -10.84], [-10.40, -6.86, -14.63], [-9.59, -7.40, -13.53], [-8.06, -7.02, -13.45], [-8.09, -6.40, -12.16], [-9.13, -6.82, -11.44], [-9.09, -6.78, -10.23], [-10.01, -7.12, -12.22], [-10.07, -7.13, -15.63], [-10.47, -5.77, -14.65], [-11.43, -7.22, -14.56], [-9.65, -8.49, -13.57], [-7.57, -6.40, -14.21], [-7.41, -7.88, -13.33], [-14.16, -1.38, -14.69], [-14.15, -0.85, -13.29], [-15.39, -0.91, -12.37], [-14.82, -1.16, -11.13], [-13.48, -1.48, -11.23], [-12.97, -1.87, -10.24], [-13.11, -1.45, -12.52], [-15.03, -1.04, -15.26], [-14.30, -2.45, -14.55], [-13.23, -1.20, -15.22], [-14.07, 0.23, -13.32], [-16.00, -1.80, -12.53], [-15.92, 0.03, -12.54]]
}

(6)
{
  "formula": "C18H27F3N2O",
  "method": "wB97M-V/def2-TZVPD",
  "homo_lumo_gap_ev": 8.8031,
  "e_homo_ev": -8.21,
  "total_charge": 0,
  "species": ["C", "H", "H", "H", "C", "C", "H", "H", "H", "H", "C", "N", "C", "C", "N", "C", "H", "C", "C", "H", "C", "H", "O", "H", "H", "H", "H", "H", "C", "C", "C", "C", "C", "C", "C", "H", "H", "C", "F", "F", "F", "H", "H", "H", "H", "H", "H", "H", "H", "H", "H"],
  "positions_angstrom": [[2.95, -1.99, -3.14], [3.89, -1.88, -2.61], [2.96, -2.28, -4.16], [2.68, -0.85, -3.29], [2.13, -2.59, -2.37], [2.48, -4.28, -2.37], [3.46, -4.51, -1.79], [1.66, -4.75, -2.01], [2.55, -4.53, -3.52], [1.02, -2.65, -2.87], [1.69, -2.34, -1.10], [0.83, -1.22, -0.82], [-0.36, -1.56, -0.89], [-1.65, -0.77, -0.39], [-1.31, 0.66, -1.04], [0.00, 0.90, -0.60], [0.21, 2.02, -0.93], [1.10, 0.02, -1.14], [2.31, 0.76, -0.86], [3.16, -0.09, -1.25], [2.75, 0.89, 0.59], [2.02, 1.43, 1.02], [2.45, -0.41, 1.36], [1.68, -0.95, 1.13], [3.66, 1.33, 0.59], [2.46, 1.70, -1.27], [1.08, 0.13, -2.17], [-0.07, 1.14, 0.38], [-2.37, 1.38, -0.71], [-2.59, 1.85, 0.80], [-3.50, 1.18, 1.47], [-3.46, 1.53, 2.83], [-2.84, 2.48, 3.44], [-1.83, 3.27, 2.66], [-1.79, 2.93, 1.29], [-1.42, 3.50, 0.57], [-1.37, 4.22, 2.97], [-2.99, 2.60, 5.00], [-3.95, 3.68, 5.07], [-3.26, 1.61, 5.55], [-1.83, 3.30, 5.57], [-4.20, 0.57, 3.52], [-3.91, 0.26, 1.11], [-3.21, 1.04, -1.05], [-2.18, 2.41, -1.46], [-2.59, -1.00, -0.48], [-1.41, -0.68, 0.86], [-0.62, -2.64, -0.34], [-0.76, -1.66, -2.13], [1.54, -3.25, -0.44], [2.75, -1.89, -0.62]]
}

(7)
{
  "formula": "C18H27NO3",
  "method": "wB97M-V/def2-TZVPD",
  "homo_lumo_gap_ev": 9.1412,
  "e_homo_ev": -8.47,
  "smiles": "CC#C[C@](O)(C(=O)OC1CCN(C)CC1)[C@H]1C[C@@H]2CC[C@H]1C2",
  "total_charge": 0,
  "species": ["C", "C", "C", "C", "O", "C", "O", "O", "C", "C", "C", "N", "C", "C", "C", "C", "C", "C", "C", "C", "C", "C", "H", "H", "H", "H", "H", "H", "H", "H", "H", "H", "H", "H", "H", "H", "H", "H", "H", "H", "H", "H", "H", "H", "H", "H", "H", "H", "H"],
  "positions_angstrom": [[2.67, 2.37, -0.45], [1.54, 1.43, -0.24], [0.61, 0.65, -0.02], [-0.57, -0.31, 0.23], [-1.57, 0.10, -0.52], [-0.93, -0.52, 1.69], [-0.44, -1.39, 2.49], [-1.57, 0.58, 2.06], [-1.55, 1.04, 3.45], [-0.16, 1.17, 4.06], [0.67, 2.38, 3.51], [-0.18, 3.55, 3.42], [0.58, 4.81, 3.16], [-1.39, 3.49, 2.69], [-2.20, 2.54, 3.48], [0.04, -1.73, -0.28], [-0.98, -2.88, -0.08], [-1.16, -3.61, -1.40], [0.23, -4.27, -1.72], [1.12, -3.06, -2.06], [0.19, -1.93, -1.80], [-1.23, -2.41, -2.25], [2.33, 3.30, -0.06], [3.53, 1.99, 0.11], [2.94, 2.40, -1.60], [-2.09, 0.75, -0.02], [-2.13, 0.33, 4.00], [0.28, 0.16, 3.99], [-0.31, 1.40, 5.02], [1.54, 2.50, 4.20], [1.19, 2.19, 2.58], [-0.14, 5.60, 3.26], [1.17, 4.79, 2.22], [1.21, 5.15, 3.90], [-1.42, 3.19, 1.75], [-1.81, 4.54, 2.56], [-2.29, 2.97, 4.51], [-3.16, 2.43, 2.95], [0.98, -1.88, 0.27], [-1.98, -2.45, 0.19], [-0.68, -3.60, 0.68], [-2.05, -4.29, -1.55], [0.28, -4.87, -2.66], [0.66, -4.87, -0.82], [2.05, -3.04, -1.52], [1.30, -2.93, -3.14], [0.61, -1.05, -2.36], [-2.06, -1.82, -2.01], [-1.24, -2.63, -3.34]]
}

(8)
{
  "formula": "C18H27NO9P",
  "method": "wB97M-V/def2-TZVPD",
  "homo_lumo_gap_ev": 7.5141,
  "e_homo_ev": -12.03,
  "total_charge": 1,
  "species": ["C", "C", "C", "O", "O", "C", "C", "C", "C", "C", "C", "C", "P", "O", "O", "O", "N", "H", "H", "H", "H", "H", "H", "H", "H", "H", "H", "H", "H", "H", "H", "H", "O", "C", "O", "C", "C", "C", "H", "H", "H", "H", "H", "H", "O", "C", "O", "C", "C", "C", "H", "H", "H", "H", "H", "H"],
  "positions_angstrom": [[-1.37, 3.65, 1.55], [-2.04, 3.58, 3.00], [-0.99, 3.13, 4.07], [0.18, 3.35, 3.86], [-1.30, 2.45, 5.26], [-1.68, 1.09, 5.03], [-0.49, 0.18, 4.52], [-0.43, 0.13, 2.94], [0.84, 0.44, 2.25], [0.81, 0.42, 0.78], [-0.47, 0.08, 0.08], [-1.65, -0.22, 0.87], [-3.31, -0.63, 0.10], [-4.17, 0.59, 0.07], [-3.13, -1.30, -1.41], [-4.06, -1.71, 1.13], [-1.59, -0.19, 2.26], [-1.18, 2.62, 1.14], [-0.39, 4.20, 1.56], [-2.03, 4.17, 0.81], [-2.89, 2.85, 2.89], [-2.42, 4.63, 3.22], [-1.97, 0.68, 6.04], [-2.62, 0.98, 4.41], [-0.65, -0.89, 4.88], [0.51, 0.48, 4.95], [1.74, 0.68, 2.86], [1.77, 0.69, 0.23], [-0.51, 0.09, -1.04], [-3.05, -0.55, -2.03], [-4.31, -1.20, 1.92], [-2.43, -0.38, 2.80], [0.85, -4.53, -5.06], [-0.21, -4.24, -4.57], [-0.41, -4.12, -3.23], [-1.80, -3.88, -2.98], [-2.35, -3.32, -4.28], [-1.50, -4.02, -5.32], [-2.28, -4.82, -2.70], [-1.91, -3.17, -2.16], [-3.42, -3.49, -4.40], [-2.18, -2.24, -4.32], [-1.92, -4.99, -5.61], [-1.34, -3.40, -6.20], [2.83, 1.47, -0.98], [3.99, 1.21, -1.19], [4.76, 0.49, -0.35], [6.11, 0.47, -0.84], [6.01, 0.77, -2.32], [4.80, 1.69, -2.37], [6.69, 1.22, -0.30], [6.56, -0.51, -0.66], [6.91, 1.21, -2.74], [5.79, -0.15, -2.87], [5.07, 2.73, -2.22], [4.24, 1.57, -3.30]]
}

(9)
{
  "formula": "C18H28AlN4O6",
  "method": "wB97M-V/def2-TZVPD",
  "homo_lumo_gap_ev": [6.9298, 6.9276],
  "e_homo_ev": [-10.15, -10.14],
  "total_charge": 1,
  "species": ["Al", "C", "C", "N", "O", "C", "C", "N", "O", "H", "H", "H", "H", "H", "H", "H", "C", "O", "C", "C", "C", "C", "C", "C", "O", "C", "O", "C", "H", "H", "H", "H", "H", "H", "H", "H", "H", "C", "N", "C", "C", "O", "N", "C", "C", "H", "H", "H", "H", "H", "H", "H", "H", "H", "H", "H", "H"],
  "positions_angstrom": [[-0.47, 0.32, -0.09], [-4.62, -0.59, -0.79], [-3.27, -0.49, -0.17], [-2.39, 0.42, -0.56], [-2.83, 1.37, -1.43], [-2.65, -1.37, 0.83], [-3.30, -2.47, 1.52], [-1.37, -1.09, 1.01], [-0.64, -1.83, 1.69], [-4.61, -0.11, -1.79], [-5.37, -0.20, -0.07], [-4.93, -1.62, -0.83], [-1.98, 1.88, -1.61], [-4.01, -2.24, 2.35], [-2.51, -3.13, 1.92], [-3.84, -3.12, 0.86], [-0.27, -6.24, -0.14], [0.84, -5.63, -0.82], [1.16, -4.34, -0.58], [2.39, -4.10, 0.08], [2.73, -2.87, 0.48], [1.91, -1.70, 0.19], [2.01, -0.46, 0.83], [3.22, -0.07, 1.56], [1.03, 0.40, 0.89], [0.77, -1.94, -0.71], [0.07, -0.97, -1.21], [0.44, -3.24, -1.02], [-0.02, -6.42, 0.92], [-0.48, -7.20, -0.68], [-1.19, -5.61, -0.26], [3.04, -4.93, 0.33], [3.70, -2.81, 0.99], [3.63, -0.98, 1.95], [3.01, 0.67, 2.25], [3.94, 0.28, 0.82], [-0.53, -3.36, -1.54], [0.45, 5.57, -0.43], [-0.22, 4.23, -0.16], [-1.54, 4.25, 0.42], [0.37, 3.07, -0.60], [-0.39, 2.04, -0.89], [1.71, 3.07, -0.72], [2.57, 3.76, 0.21], [2.40, 2.09, -1.61], [-0.25, 6.27, -0.93], [1.36, 5.41, -0.97], [0.78, 6.07, 0.50], [-1.91, 5.24, 0.73], [-1.52, 3.64, 1.30], [-2.28, 3.74, -0.22], [2.01, 4.08, 1.10], [2.95, 4.71, -0.18], [3.33, 3.09, 0.65], [1.63, 1.47, -2.07], [3.05, 1.43, -0.93], [2.94, 2.58, -2.39]]
}